1.
Computed, not measured: a 3-piece molecular cluster, C36H51Br2N2O11S overall at a distorted geometry, with ωB97M-V/def2-TZVPD.

```
103
Properties=species:S:1:pos:R:3:forces:R:3
C 2.856 0.359 5.141 0.62 0.12 -0.06
C 3.070 0.984 3.771 -0.37 0.08 -0.01
C 1.728 1.312 3.059 0.28 0.52 0.52
C 1.363 2.766 3.413 -0.07 -0.24 0.32
C 1.798 0.978 1.541 0.45 -0.52 -0.11
C 1.881 2.180 0.670 -0.09 -0.79 0.51
S 3.390 3.094 0.704 0.05 0.53 0.01
N 0.786 2.361 0.029 0.87 0.51 -0.07
C 0.568 3.505 -0.856 -0.14 0.58 -0.45
Br 0.588 5.177 0.151 -0.02 -0.06 0.06
C 1.507 3.547 -2.069 -0.48 -0.05 0.16
C 0.797 4.081 -3.314 0.33 0.21 0.21
C -0.249 1.263 0.299 -0.30 0.35 0.18
C -1.143 1.851 1.428 -0.34 -0.16 -0.28
C -2.652 1.914 1.207 -0.42 0.30 0.30
C -3.369 2.129 2.545 0.40 -0.11 -0.12
C -2.945 3.392 3.298 -0.44 -0.04 0.51
O -2.688 3.135 4.668 0.42 0.14 -0.19
C -3.855 2.843 5.391 -0.26 -0.08 0.27
C -0.983 1.126 -1.039 0.02 -0.45 0.04
C -1.910 -0.058 -1.291 -0.75 0.35 -0.16
C -2.961 0.372 -2.311 0.07 1.06 -1.10
N -4.267 -0.092 -2.152 1.04 -0.54 0.03
O -2.646 1.117 -3.235 -0.32 -1.01 0.96
C 0.723 0.113 0.807 -0.46 0.98 -0.42
C 1.395 -0.461 -0.451 0.41 -0.70 -0.19
C 2.594 -1.350 -0.185 1.73 0.98 -0.08
O 3.737 -0.891 -0.231 -2.01 -0.72 0.26
C 0.120 -0.934 1.735 0.37 -0.54 0.28
Br -0.931 -2.337 0.828 -0.02 0.08 0.12
C 1.150 -1.715 2.577 -0.31 -0.41 -0.27
C 0.512 -2.316 3.833 0.02 -0.31 -0.35
H 3.810 0.334 5.662 0.09 -0.01 0.17
H 2.535 -0.673 5.058 -0.32 -0.10 0.05
H 2.174 0.935 5.758 -0.25 0.00 0.06
H 3.609 1.918 3.899 0.28 0.10 -0.13
H 3.697 0.324 3.176 0.09 -0.06 -0.13
H 0.981 0.705 3.563 -0.26 -0.28 -0.30
H 1.669 2.933 4.441 0.06 0.07 0.17
H 1.887 3.513 2.822 0.01 0.11 -0.12
H 0.298 2.962 3.407 -0.15 0.10 -0.23
H 2.764 0.497 1.410 0.05 -0.19 -0.02
H 3.884 2.624 -0.454 -0.23 -0.14 -0.09
H -0.438 3.498 -1.237 -0.23 -0.36 0.21
H 1.834 2.527 -2.258 0.21 -0.15 0.03
H 2.354 4.174 -1.821 0.34 -0.12 -0.06
H -0.260 3.835 -3.329 -0.15 -0.16 -0.06
H 0.901 5.158 -3.366 -0.12 0.19 -0.05
H 1.265 3.661 -4.195 0.01 -0.02 -0.22
H -0.812 2.866 1.607 0.11 0.18 0.00
H -0.978 1.337 2.369 0.18 -0.13 0.07
H -2.922 2.736 0.545 0.09 0.04 -0.24
H -3.066 1.012 0.775 0.08 -0.18 -0.13
H -3.120 1.278 3.178 -0.02 -0.11 0.18
H -4.443 2.103 2.395 -0.19 0.03 -0.06
H -2.046 3.842 2.895 0.24 0.00 -0.04
H -3.725 4.153 3.252 -0.13 0.13 -0.23
H -3.661 2.979 6.449 0.22 0.05 0.13
H -4.186 1.813 5.254 -0.07 -0.15 -0.16
H -4.673 3.512 5.122 -0.10 0.11 -0.12
H -0.277 1.164 -1.863 0.20 -0.01 -0.11
H -1.599 2.008 -1.163 -0.09 0.17 0.05
H -1.409 -0.898 -1.760 0.20 -0.15 0.01
H -2.402 -0.450 -0.412 0.09 0.04 0.20
H -4.369 -0.662 -1.324 -0.11 -0.16 -0.03
H -4.563 -0.613 -2.973 -0.53 0.38 -0.15
H 1.769 0.332 -1.088 0.10 0.26 0.00
H 0.687 -1.024 -1.052 -0.23 -0.14 0.09
H 2.411 -2.406 0.055 0.14 -0.03 -0.11
H -0.596 -0.504 2.420 -0.13 0.24 -0.05
H 2.041 -1.137 2.791 -0.03 0.25 0.15
H 1.478 -2.551 1.970 0.32 -0.07 -0.11
H 1.196 -2.337 4.670 0.03 0.13 0.20
H -0.414 -1.817 4.099 -0.01 0.27 0.27
H 0.239 -3.347 3.633 -0.09 -0.16 0.03
C -7.663 -5.387 -3.307 0.00 -0.15 0.11
C -7.302 -4.228 -3.875 -0.21 -0.17 -0.06
C -6.010 -3.542 -3.527 0.32 -0.15 0.28
O -5.751 -2.497 -4.100 -0.07 0.21 -0.03
C -5.148 -4.150 -2.532 0.00 0.22 -0.10
C -5.509 -5.308 -1.961 0.25 0.14 0.06
C -6.792 -6.007 -2.324 -0.38 0.09 -0.31
O -7.029 -7.059 -1.766 0.14 -0.08 0.17
O -4.779 -5.924 -1.047 -0.06 -0.03 -0.01
O -8.044 -3.603 -4.778 0.08 0.04 0.02
H -8.588 -5.889 -3.550 -0.01 0.02 -0.03
H -4.226 -3.643 -2.283 0.03 -0.04 0.00
H -5.268 -6.737 -0.812 -0.05 -0.08 0.02
H -7.557 -2.798 -5.031 0.02 0.07 -0.05
C 7.435 -0.452 -3.653 0.12 0.04 -0.17
C 6.591 -0.924 -2.729 0.12 0.32 0.06
C 5.983 -2.296 -2.831 0.07 -0.24 -0.27
O 5.242 -2.630 -1.926 -0.11 -0.14 0.02
C 6.305 -3.115 -3.983 -0.14 -0.03 0.18
C 7.149 -2.644 -4.913 -0.13 -0.24 0.04
C 7.780 -1.281 -4.799 -0.05 0.35 0.34
O 8.543 -0.938 -5.678 0.05 -0.12 -0.19
O 7.495 -3.328 -5.990 0.04 0.07 -0.01
O 6.212 -0.235 -1.657 -0.01 -0.11 -0.10
H 7.880 0.531 -3.589 0.01 0.00 0.02
H 5.850 -4.093 -4.053 0.03 -0.02 -0.03
H 8.116 -2.764 -6.487 0.06 0.04 -0.05
H 5.596 -0.814 -1.162 -0.06 -0.01 0.07
```
Forces are in eV/Å.

* HOMO: -0.4123 Eh
* frontier orbital gap: 7.25 eV
* net charge: +1
* molecular weight: 879.68 g/mol

Here are the Löwdin charges for atoms 1 to 99, given in e: number 1, C, carries -0.073; number 2, C, carries -0.219; number 3, C, carries -0.288; number 4, C, carries -0.036; number 5, C, carries -0.200; number 6, C, carries -0.517; number 7, S, carries 0.940; number 8, N, carries -0.007; number 9, C, carries -0.644; number 10, Br, carries 0.793; number 11, C, carries -0.270; number 12, C, carries -0.066; number 13, C, carries -0.216; number 14, C, carries -0.096; number 15, C, carries -0.161; number 16, C, carries -0.156; number 17, C, carries -0.217; number 18, O, carries -0.189; number 19, C, carries -0.113; number 20, C, carries -0.117; number 21, C, carries -0.152; number 22, C, carries -0.492; number 23, N, carries 0.166; number 24, O, carries 0.066; number 25, C, carries -0.304; number 26, C, carries -0.089; number 27, C, carries -0.167; number 28, O, carries 0.044; number 29, C, carries -0.553; number 30, Br, carries 0.863; number 31, C, carries -0.286; number 32, C, carries -0.080; number 33, H, carries 0.084; number 34, H, carries 0.053; number 35, H, carries 0.085; number 36, H, carries 0.110; number 37, H, carries 0.111; number 38, H, carries 0.127; number 39, H, carries 0.094; number 40, H, carries 0.049; number 41, H, carries 0.066; number 42, H, carries 0.110; number 43, H, carries -0.065; number 44, H, carries 0.072; number 45, H, carries 0.107; number 46, H, carries 0.081; number 47, H, carries 0.081; number 48, H, carries 0.082; number 49, H, carries 0.084; number 50, H, carries 0.082; number 51, H, carries 0.109; number 52, H, carries 0.130; number 53, H, carries 0.101; number 54, H, carries 0.117; number 55, H, carries 0.120; number 56, H, carries 0.107; number 57, H, carries 0.124; number 58, H, carries 0.090; number 59, H, carries 0.085; number 60, H, carries 0.093; number 61, H, carries 0.129; number 62, H, carries 0.106; number 63, H, carries 0.105; number 64, H, carries 0.041; number 65, H, carries 0.085; number 66, H, carries 0.088; number 67, H, carries 0.124; number 68, H, carries 0.096; number 69, H, carries 0.134; number 70, H, carries 0.072; number 71, H, carries 0.090; number 72, H, carries 0.076; number 73, H, carries 0.067; number 74, H, carries 0.080; number 75, H, carries 0.073; number 76, C, carries 0.082; number 77, C, carries -0.236; number 78, C, carries -0.312; number 79, O, carries 0.089; number 80, C, carries 0.064; number 81, C, carries -0.236; number 82, C, carries -0.311; number 83, O, carries 0.122; number 84, O, carries 0.123; number 85, O, carries 0.127; number 86, H, carries 0.140; number 87, H, carries 0.125; number 88, H, carries 0.125; number 89, H, carries 0.121; number 90, C, carries 0.075; number 91, C, carries -0.237; number 92, C, carries -0.312; number 93, O, carries 0.094; number 94, C, carries 0.075; number 95, C, carries -0.236; number 96, C, carries -0.313; number 97, O, carries 0.118; number 98, O, carries 0.127; number 99, O, carries 0.097


2.
Computed, not measured: C36H51Cl2N2OPSc as an isolated structure at a distorted geometry, with ωB97M-V/def2-TZVPD.

```
94
Properties=species:S:1:pos:R:3:forces:R:3
P 0.034 -1.752 -1.014 -0.21 -1.52 -0.27
C -1.600 -2.420 -1.755 0.51 0.42 -0.01
C -1.571 -3.644 -2.692 -0.01 -0.29 0.14
C -2.939 -3.933 -3.325 0.09 0.34 -0.11
C -4.092 -3.942 -2.313 0.12 -0.15 0.04
C -4.042 -2.800 -1.294 0.10 0.16 -0.04
C -2.653 -2.640 -0.665 -0.23 0.09 -0.05
C 0.503 -3.086 0.207 -0.13 0.28 -0.26
C 0.208 -4.502 -0.281 0.22 -0.27 0.28
C 0.857 -5.539 0.635 0.02 0.17 -0.14
C 0.443 -5.332 2.096 -0.13 -0.09 -0.12
C 0.513 -3.879 2.577 0.11 0.28 -0.05
C -0.111 -2.868 1.601 0.08 -0.08 -0.02
C 1.161 -2.266 -2.426 -0.14 -0.01 0.20
C 0.822 -1.493 -3.711 0.20 0.02 -0.13
C 1.667 -2.028 -4.878 -0.08 -0.12 0.09
C 3.175 -2.045 -4.586 -0.09 0.28 0.15
C 3.510 -2.667 -3.224 -0.15 -0.14 0.04
C 2.645 -2.141 -2.069 0.20 0.14 -0.19
H -1.884 -1.530 -2.344 -0.25 -0.29 0.12
H -1.296 -4.541 -2.126 -0.06 0.28 -0.22
H -0.821 -3.537 -3.488 -0.28 -0.03 0.17
H -2.882 -4.910 -3.827 -0.10 0.19 0.00
H -3.133 -3.188 -4.107 -0.06 0.02 0.07
H -5.041 -3.907 -2.859 0.02 -0.13 0.12
H -4.057 -4.896 -1.771 -0.06 0.05 0.00
H -4.310 -1.857 -1.788 0.03 -0.06 0.08
H -4.782 -2.976 -0.503 0.02 0.05 -0.15
H -2.655 -1.805 0.051 -0.01 -0.22 -0.26
H -2.421 -3.557 -0.097 -0.09 0.31 -0.14
H 1.594 -2.947 0.296 -0.27 -0.10 0.17
H 1.946 -5.461 0.528 -0.03 -0.02 0.08
H 0.550 -4.657 -1.316 -0.08 -0.02 0.41
H -0.879 -4.663 -0.259 0.35 -0.01 -0.02
H 0.565 -6.540 0.288 0.15 0.04 0.19
H 1.077 -5.959 2.730 -0.15 -0.02 0.09
H -0.588 -5.691 2.201 0.01 -0.01 0.07
H 0.030 -3.788 3.557 0.13 -0.03 -0.10
H 1.567 -3.598 2.704 -0.07 -0.01 0.05
H 0.071 -1.835 1.945 -0.06 -0.37 -0.06
H -1.205 -3.003 1.567 0.34 0.03 0.01
H 0.986 -3.339 -2.636 0.00 0.40 0.08
H -0.247 -1.588 -3.968 0.40 0.09 0.15
H 1.008 -0.418 -3.565 -0.01 -0.18 0.03
H 1.346 -3.059 -5.078 -0.02 0.03 -0.01
H 1.455 -1.454 -5.788 0.10 -0.07 0.08
H 3.552 -1.012 -4.613 -0.02 -0.12 0.01
H 3.692 -2.605 -5.376 -0.01 0.17 0.07
H 4.571 -2.532 -2.988 -0.07 0.02 -0.08
H 3.343 -3.749 -3.292 0.03 -0.02 -0.01
H 2.882 -2.715 -1.158 -0.08 0.22 -0.33
H 2.892 -1.097 -1.838 -0.04 -0.13 -0.05
Sc 0.283 1.050 0.131 -1.52 0.03 1.61
Cl 2.201 -0.152 0.873 1.07 -0.15 0.14
Cl -1.519 0.885 -1.416 -0.64 0.65 -0.93
C -0.759 1.484 1.918 0.17 -0.04 -1.18
H -0.455 2.500 2.220 0.32 0.00 0.02
C -1.611 0.952 2.909 0.43 0.01 -0.22
C -1.616 1.576 4.198 -0.69 -0.52 0.42
C -2.253 0.980 5.272 -0.12 -0.17 -0.52
C -2.956 -0.230 5.091 -0.17 -0.25 0.12
C -3.071 -0.810 3.809 0.34 0.62 0.16
C -2.431 -0.219 2.728 0.10 0.20 0.10
H -1.084 2.521 4.308 -0.01 -0.22 0.05
H -2.215 1.455 6.255 -0.04 -0.18 -0.16
H -3.671 -1.712 3.656 0.15 0.23 0.13
H -2.540 -0.609 1.705 0.12 0.14 0.59
H -3.426 -0.713 5.943 -0.03 0.05 -0.04
C 1.835 7.209 2.247 0.13 0.33 0.49
N 1.936 5.799 1.917 0.41 1.42 0.58
N 1.289 5.222 0.873 -0.56 -0.86 -1.10
C 1.483 3.856 0.932 -0.80 -1.45 -0.81
O 0.935 3.026 0.111 1.38 2.26 0.77
C 2.337 3.632 2.051 -0.11 0.11 0.00
C 2.592 4.860 2.627 -0.36 -0.82 -0.75
C 3.436 5.240 3.777 0.36 -0.22 0.59
C 0.568 6.017 -0.072 -0.16 0.32 0.12
C 1.203 7.135 -0.621 -0.15 0.04 -0.16
C 0.453 8.095 -1.302 -0.35 -0.36 -0.05
C -0.932 7.930 -1.428 0.19 -0.10 0.12
C -1.550 6.779 -0.918 0.30 0.06 -0.42
C -0.794 5.785 -0.294 0.14 0.28 0.23
H 0.964 7.690 1.799 0.12 -0.37 0.01
H 2.728 7.769 1.936 -0.16 -0.14 -0.04
H 1.738 7.326 3.336 0.03 -0.20 -0.33
H 2.634 2.643 2.373 0.04 0.16 -0.02
H 4.286 5.867 3.463 -0.28 -0.16 0.09
H 2.859 5.790 4.536 0.20 -0.17 -0.16
H 3.835 4.322 4.236 -0.16 0.43 -0.12
H 2.279 7.271 -0.499 -0.31 -0.09 0.03
H 0.948 8.962 -1.735 -0.11 -0.16 0.11
H -1.525 8.693 -1.944 0.20 -0.31 0.25
H -2.629 6.658 -1.025 0.33 -0.09 -0.01
H -1.238 4.860 0.061 -0.03 0.13 0.11
```
Forces are in eV/Å.

* HOMO: -0.0501 Eh
* frontier orbital gap: 3.24 eV
* net charge: -1
* molecular weight: 674.65 g/mol

Charges per atom according to Löwdin partitioning, unit e: number 1, P, carries 1.006; number 2, C, carries -0.439; number 3, C, carries -0.213; number 4, C, carries -0.200; number 5, C, carries -0.210; number 6, C, carries -0.194; number 7, C, carries -0.219; number 8, C, carries -0.464; number 9, C, carries -0.226; number 10, C, carries -0.202; number 11, C, carries -0.209; number 12, C, carries -0.191; number 13, C, carries -0.213; number 14, C, carries -0.463; number 15, C, carries -0.213; number 16, C, carries -0.206; number 17, C, carries -0.210; number 18, C, carries -0.205; number 19, C, carries -0.227; number 20, H, carries 0.047; number 21, H, carries 0.087; number 22, H, carries 0.090; number 23, H, carries 0.104; number 24, H, carries 0.108; number 25, H, carries 0.100; number 26, H, carries 0.107; number 27, H, carries 0.116; number 28, H, carries 0.108; number 29, H, carries 0.084; number 30, H, carries 0.097; number 31, H, carries 0.073; number 32, H, carries 0.110; number 33, H, carries 0.095; number 34, H, carries 0.093; number 35, H, carries 0.104; number 36, H, carries 0.099; number 37, H, carries 0.108; number 38, H, carries 0.110; number 39, H, carries 0.113; number 40, H, carries 0.084; number 41, H, carries 0.100; number 42, H, carries 0.089; number 43, H, carries 0.100; number 44, H, carries 0.117; number 45, H, carries 0.107; number 46, H, carries 0.104; number 47, H, carries 0.109; number 48, H, carries 0.100; number 49, H, carries 0.104; number 50, H, carries 0.108; number 51, H, carries 0.097; number 52, H, carries 0.088; number 53, Sc, carries 0.206; number 54, Cl, carries -0.030; number 55, Cl, carries -0.062; number 56, C, carries -0.246; number 57, H, carries -0.029; number 58, C, carries -0.389; number 59, C, carries -0.110; number 60, C, carries -0.155; number 61, C, carries -0.178; number 62, C, carries -0.146; number 63, C, carries -0.095; number 64, H, carries 0.083; number 65, H, carries 0.078; number 66, H, carries 0.082; number 67, H, carries 0.072; number 68, H, carries 0.058; number 69, C, carries -0.004; number 70, N, carries -0.068; number 71, N, carries 0.065; number 72, C, carries -0.344; number 73, O, carries -0.158; number 74, C, carries 0.083; number 75, C, carries -0.256; number 76, C, carries -0.017; number 77, C, carries -0.174; number 78, C, carries -0.050; number 79, C, carries -0.086; number 80, C, carries -0.088; number 81, C, carries -0.062; number 82, C, carries 0.028; number 83, H, carries 0.095; number 84, H, carries 0.096; number 85, H, carries 0.094; number 86, H, carries 0.112; number 87, H, carries 0.093; number 88, H, carries 0.084; number 89, H, carries 0.096; number 90, H, carries 0.119; number 91, H, carries 0.101; number 92, H, carries 0.102; number 93, H, carries 0.110; number 94, H, carries 0.131